{"formula": "C9H23NP", "method": "the ωB97M-V functional and the def2-TZVPD basis", "total_charge": 1, "homo_ev": -11.542, "e_lumo_ha": -0.1210, "energy_ha": -752.43367, "smiles": "CC(C)=[P@H]([NH+](C)C)C(C)(C)C", "species": ["C", "C", "C", "P", "N", "C", "C", "C", "C", "C", "C", "H", "H", "H", "H", "H", "H", "H", "H", "H", "H", "H", "H", "H", "H", "H", "H", "H", "H", "H", "H", "H", "H", "H"], "xyz": [[0.045, 1.332, -2.703], [-0.690, 1.414, -1.449], [-1.300, 2.794, -1.245], [-0.416, 0.377, -0.144], [0.515, 0.966, 1.695], [0.111, 0.266, 2.866], [1.991, 1.063, 1.434], [-0.210, -1.610, -0.316], [-1.115, -2.078, -1.484], [1.239, -1.895, -0.478], [-0.852, -2.172, 0.995], [-0.669, 1.519, -3.570], [0.612, 0.534, -3.132], [0.733, 2.159, -2.980], [-2.275, 2.797, -0.825], [-0.626, 3.264, -0.577], [-1.260, 3.362, -2.159], [-1.753, 0.399, 0.448], [0.092, 1.830, 1.901], [0.264, 0.792, 3.790], [-0.992, 0.098, 2.776], [0.644, -0.728, 2.942], [2.203, -0.091, 1.480], [2.144, 1.504, 0.517], [2.471, 1.621, 2.291], [-0.870, -1.827, -2.613], [-1.155, -3.139, -1.489], [-2.090, -1.725, -1.341], [1.932, -1.103, -0.738], [1.152, -2.537, -1.282], [1.547, -2.355, 0.401], [-1.804, -1.748, 1.234], [-1.091, -3.190, 0.712], [-0.145, -2.221, 1.927]], "lowdin_charge": [-0.16, -0.52, -0.09, 1.12, -0.31, -0.13, -0.03, -0.59, -0.08, -0.08, -0.09, 0.12, 0.06, 0.09, 0.07, 0.06, 0.08, 0.06, 0.10, 0.09, 0.10, 0.10, 0.12, 0.04, 0.12, 0.14, 0.07, 0.06, 0.09, 0.06, 0.07, 0.06, 0.09, 0.11]}

=====

{"formula": "C8H16N2", "method": "the ωB97M-V functional and the def2-TZVPD basis", "homo_ev": -8.694, "e_lumo_ha": 0.0359, "energy_ha": -423.82549, "smiles": "C=C=CCNCCCCN", "species": ["C", "C", "C", "C", "N", "C", "C", "C", "C", "N", "H", "H", "H", "H", "H", "H", "H", "H", "H", "H", "H", "H", "H", "H", "H", "H"], "xyz": [[2.517, 3.140, 3.463], [1.479, 2.785, 2.738], [0.567, 2.299, 1.966], [0.872, 1.902, 0.500], [0.331, 0.607, 0.189], [0.670, 0.194, -1.181], [0.073, -1.230, -1.391], [-1.371, -1.210, -0.972], [-2.118, -2.554, -0.731], [-2.276, -3.293, -2.036], [2.613, 4.146, 3.815], [3.145, 2.287, 3.827], [-0.508, 2.075, 2.349], [0.365, 2.606, -0.175], [1.976, 2.011, 0.279], [0.768, -0.059, 0.889], [0.237, 0.989, -1.855], [1.764, 0.263, -1.331], [0.698, -1.994, -0.847], [0.136, -1.440, -2.471], [-1.919, -0.642, -1.648], [-1.372, -0.735, 0.042], [-1.476, -3.164, -0.080], [-3.079, -2.584, -0.245], [-1.403, -3.695, -2.348], [-2.689, -2.707, -2.746]], "lowdin_charge": [0.00, -0.15, -0.11, -0.27, -0.13, -0.24, -0.21, -0.24, -0.24, -0.02, 0.04, 0.08, 0.14, 0.11, 0.13, 0.15, 0.13, 0.11, 0.13, 0.11, 0.09, 0.11, 0.10, 0.09, 0.05, 0.05]}

=====

{"formula": "C3H5O3Ru", "method": "the ωB97M-V functional and the def2-TZVPD basis", "total_charge": 3, "s_squared": 12.012, "homo_ev": [-24.382, -25.470], "e_lumo_ha": [-0.5290, -0.7348], "multiplicity": 7, "energy_ha": -436.07841, "species": ["H", "C", "C", "O", "C", "O", "H", "H", "H", "Ru", "O", "H"], "xyz": [[1.704, 1.372, -0.652], [1.267, 0.766, -1.454], [0.117, -0.211, -1.157], [-0.933, 0.359, -0.358], [-1.001, 0.095, 0.905], [-2.139, 0.461, 1.369], [0.839, 1.596, -2.030], [1.079, -0.030, -2.457], [-2.435, -0.101, 2.100], [0.664, -1.092, 1.651], [1.236, -0.751, -0.266], [-0.425, -0.565, -2.060]], "lowdin_spin": [0.04, 0.68, 0.17, 0.12, 0.11, 0.08, 0.11, 0.12, 0.01, 3.67, 0.89, 0.01]}

=====

{"formula": "C2H9N2", "method": "the ωB97M-V functional and the def2-TZVPD basis", "total_charge": 1, "homo_ev": -13.642, "e_lumo_ha": -0.1425, "energy_ha": -190.85158, "smiles": "NCC[NH3+]", "species": ["N", "C", "C", "N", "H", "H", "H", "H", "H", "H", "H", "H", "H"], "xyz": [[-0.376, 1.666, -1.031], [0.355, 0.773, -0.115], [-0.532, -0.442, 0.085], [0.283, -1.599, 0.671], [-0.935, 2.346, -0.537], [0.223, 2.152, -1.689], [0.593, 1.302, 0.809], [1.280, 0.450, -0.596], [-1.010, -0.807, -0.819], [-1.352, -0.292, 0.791], [-0.268, -2.440, 0.833], [1.054, -1.811, 0.038], [0.686, -1.300, 1.559]], "lowdin_charge": [0.01, -0.26, -0.13, 0.19, 0.08, 0.08, 0.12, 0.12, 0.13, 0.14, 0.17, 0.17, 0.17]}

=====

{"formula": "C14H24N2O2", "method": "the ωB97M-V functional and the def2-TZVPD basis", "homo_ev": -9.262, "e_lumo_ha": 0.0299, "energy_ha": -807.90469, "smiles": "CCCCNC(=O)[C@@H]1CC(=O)N(C2CCCC2)C1", "species": ["C", "C", "C", "C", "N", "C", "O", "C", "C", "C", "O", "N", "C", "C", "C", "C", "C", "C", "H", "H", "H", "H", "H", "H", "H", "H", "H", "H", "H", "H", "H", "H", "H", "H", "H", "H", "H", "H", "H", "H", "H", "H"], "xyz": [[2.838, -2.225, -0.500], [3.597, -1.959, 0.796], [2.716, -1.877, 2.045], [1.783, -0.663, 2.092], [0.557, -0.861, 1.351], [-0.635, -1.027, 1.955], [-0.797, -0.944, 3.155], [-1.818, -1.243, 1.005], [-1.500, -2.122, -0.204], [-0.996, -1.131, -1.246], [-0.320, -1.382, -2.221], [-1.418, 0.098, -0.877], [-1.051, 1.295, -1.594], [-2.263, 2.152, -2.007], [-1.804, 3.595, -1.811], [-0.939, 3.515, -0.557], [-0.138, 2.229, -0.764], [-2.186, 0.099, 0.347], [2.274, -1.355, -0.828], [2.155, -3.063, -0.383], [3.537, -2.473, -1.295], [4.314, -2.768, 0.949], [4.167, -1.032, 0.699], [2.116, -2.785, 2.135], [3.370, -1.828, 2.918], [2.299, 0.221, 1.703], [1.479, -0.471, 3.124], [0.645, -1.002, 0.358], [-2.640, -1.628, 1.610], [-0.768, -2.904, -0.006], [-2.403, -2.597, -0.591], [-0.518, 0.934, -2.479], [-2.577, 1.945, -3.028], [-3.103, 1.944, -1.344], [-2.640, 4.285, -1.703], [-1.198, 3.914, -2.659], [-0.297, 4.386, -0.433], [-1.575, 3.431, 0.326], [0.155, 1.765, 0.178], [0.771, 2.443, -1.326], [-1.928, 0.954, 0.975], [-3.262, 0.136, 0.132]], "lowdin_charge": [-0.10, -0.26, -0.19, -0.17, 0.08, -0.47, 0.07, -0.18, -0.03, -0.48, 0.07, -0.03, -0.25, -0.13, -0.19, -0.19, -0.13, -0.09, 0.06, 0.08, 0.07, 0.10, 0.10, 0.12, 0.11, 0.12, 0.12, 0.10, 0.15, 0.13, 0.13, 0.15, 0.11, 0.11, 0.11, 0.11, 0.11, 0.11, 0.10, 0.11, 0.13, 0.13]}

=====

{"formula": "C6H10O", "method": "the ωB97M-V functional and the def2-TZVPD basis", "homo_ev": -8.594, "e_lumo_ha": 0.0324, "energy_ha": -309.75512, "smiles": "C=C=C(C)O.C=C", "species": ["C", "C", "C", "C", "O", "H", "H", "H", "H", "H", "H", "C", "C", "H", "H", "H", "H"], "xyz": [[-1.420, -1.544, -0.614], [-0.344, -1.320, 0.093], [0.711, -0.996, 0.802], [2.102, -0.875, 0.261], [0.657, -0.693, 2.144], [-1.959, -0.716, -1.076], [-1.815, -2.547, -0.775], [2.778, -1.567, 0.775], [2.120, -1.087, -0.810], [2.473, 0.142, 0.432], [-0.264, -0.766, 2.429], [-1.442, 2.099, -0.873], [-0.240, 1.895, -0.346], [-2.326, 2.220, -0.252], [-1.593, 2.154, -1.948], [-0.081, 1.832, 0.728], [0.642, 1.770, -0.969]], "lowdin_charge": [0.01, -0.07, -0.43, -0.03, 0.02, 0.04, 0.05, 0.08, 0.09, 0.08, 0.11, -0.09, -0.09, 0.05, 0.05, 0.05, 0.06]}

=====

{"formula": "C17H25FN2O4", "method": "the ωB97M-V functional and the def2-TZVPD basis", "homo_ev": -8.586, "e_lumo_ha": 0.0215, "energy_ha": -1172.92407, "smiles": "CO[C@H](C[C@H](CCN1CCOCC1)C(=O)NO)c1ccc(F)cc1", "species": ["C", "O", "C", "C", "C", "C", "C", "N", "C", "C", "O", "C", "C", "C", "O", "N", "O", "C", "C", "C", "C", "F", "C", "C", "H", "H", "H", "H", "H", "H", "H", "H", "H", "H", "H", "H", "H", "H", "H", "H", "H", "H", "H", "H", "H", "H", "H", "H", "H"], "xyz": [[1.919, -1.839, -2.640], [0.467, -1.823, -2.381], [-0.066, -0.547, -2.428], [-0.835, -0.281, -1.105], [0.030, -0.324, 0.181], [-1.041, -0.263, 1.314], [-0.551, -0.728, 2.610], [0.662, 0.006, 3.333], [0.515, 1.489, 3.508], [-0.461, 1.849, 4.619], [0.067, 1.408, 5.927], [0.146, 0.023, 6.038], [0.900, -0.601, 4.776], [1.057, 0.826, 0.120], [0.729, 1.952, -0.346], [2.420, 0.488, 0.155], [3.484, 1.310, -0.392], [-0.815, -0.300, -3.682], [-1.490, -1.352, -4.304], [-2.283, -1.077, -5.465], [-2.190, 0.153, -6.143], [-2.884, 0.187, -7.311], [-1.395, 1.155, -5.581], [-0.810, 0.967, -4.297], [2.362, -2.386, -1.652], [2.141, -2.255, -3.590], [2.292, -0.831, -2.699], [0.601, 0.315, -2.380], [-1.407, 0.698, -1.236], [-1.581, -1.027, -1.013], [0.634, -1.225, 0.298], [-1.452, 0.731, 1.351], [-2.030, -0.731, 1.146], [-0.268, -1.780, 2.342], [-1.417, -0.731, 3.224], [1.548, 1.909, 3.661], [0.291, 1.946, 2.542], [-0.604, 2.927, 4.725], [-1.405, 1.323, 4.588], [-0.874, -0.362, 6.069], [0.668, -0.199, 7.004], [0.671, -1.679, 4.636], [1.961, -0.589, 4.946], [2.675, -0.419, 0.552], [3.191, 1.949, -1.138], [-1.296, -2.328, -3.914], [-2.735, -1.893, -6.000], [-1.284, 2.131, -6.108], [-0.256, 1.829, -3.861]], "lowdin_charge": [-0.03, -0.15, -0.38, -0.08, -0.19, -0.20, -0.18, -0.10, -0.17, -0.14, -0.17, -0.21, -0.11, -0.39, 0.01, 0.03, -0.04, -0.19, 0.01, 0.01, -0.27, 0.04, -0.01, -0.01, 0.14, 0.06, 0.07, 0.12, 0.16, 0.10, 0.13, 0.12, 0.14, 0.13, 0.09, 0.14, 0.10, 0.12, 0.11, 0.10, 0.13, 0.11, 0.09, 0.15, 0.15, 0.11, 0.10, 0.12, 0.13]}

=====

{"formula": "C11H28AsCl2GaO2Se4Si3", "method": "the ωB97M-V functional and the def2-TZVPD basis", "homo_ev": -8.002, "e_lumo_ha": 0.0011, "energy_ha": -16141.84078, "species": ["Ga", "Se", "Se", "Se", "Se", "C", "Si", "C", "C", "As", "Si", "C", "C", "C", "Si", "C", "C", "C", "H", "H", "H", "H", "H", "H", "H", "H", "H", "H", "H", "H", "H", "H", "H", "H", "H", "H", "H", "H", "H", "H", "H", "H", "H", "H", "H", "Cl", "C", "Cl", "C", "O", "O", "H"], "xyz": [[1.580, 1.245, 1.320], [1.655, 3.515, 0.589], [3.672, 3.267, -0.563], [4.882, 2.255, 1.131], [3.709, 0.236, 1.185], [0.535, 2.045, -2.956], [0.686, 0.234, -2.542], [2.446, -0.364, -2.665], [-0.410, -0.768, -3.673], [0.027, 0.011, -0.275], [0.108, -2.276, 0.347], [1.907, -2.722, 0.518], [-0.713, -3.313, -0.973], [-0.737, -2.486, 1.990], [-2.155, 0.914, -0.015], [-3.005, 0.218, 1.481], [-3.135, 0.495, -1.552], [-1.925, 2.751, 0.149], [1.089, 2.251, -3.876], [0.944, 2.673, -2.162], [-0.505, 2.337, -3.117], [2.881, -0.001, -3.600], [2.502, -1.454, -2.672], [3.061, 0.008, -1.844], [-0.064, -0.622, -4.700], [-1.452, -0.453, -3.626], [-0.365, -1.834, -3.456], [2.477, -2.545, -0.395], [1.996, -3.781, 0.779], [2.370, -2.152, 1.326], [-0.069, -3.424, -1.846], [-1.658, -2.878, -1.302], [-0.923, -4.313, -0.585], [-0.273, -1.867, 2.760], [-0.650, -3.533, 2.294], [-1.793, -2.234, 1.957], [-3.289, -0.825, 1.338], [-3.928, 0.788, 1.625], [-2.403, 0.296, 2.387], [-3.021, -0.554, -1.830], [-2.836, 1.107, -2.405], [-4.197, 0.675, -1.368], [-1.408, 2.989, 1.081], [-2.903, 3.239, 0.174], [-1.345, 3.176, -0.672], [2.388, 2.488, 3.985], [1.399, 1.205, 4.715], [2.279, -0.335, 4.818], [0.119, 1.013, 3.900], [-0.918, 0.845, 4.497], [0.222, 0.959, 2.602], [1.150, 1.499, 5.726]], "lowdin_charge": [-0.45, 0.16, 0.01, 0.02, 0.16, -0.21, 0.30, -0.21, -0.20, 0.88, 0.31, -0.22, -0.21, -0.19, 0.32, -0.20, -0.22, -0.22, 0.04, -0.03, 0.03, 0.04, 0.03, -0.01, 0.04, 0.01, 0.01, 0.02, 0.04, -0.02, 0.02, 0.02, 0.04, 0.03, 0.04, 0.01, 0.02, 0.04, 0.02, 0.02, 0.02, 0.04, 0.02, 0.04, 0.01, 0.63, -0.96, 0.62, -0.71, 0.09, -0.21, 0.07]}

=====

Looking at ΔE to the lowest compared entry with this formula, charge and spin for the records above, in order, we have 84.0; 71.6; 96.4; 14.2; 7.3; 54.8; 60.7; 0.0 kcal/mol.